# 1
C7H15NO2S | wB97M-V/def2-TZVPD

Structure (ORCA input):
```
! wB97M-V def2-TZVPD RIJCOSX def2/J DEFGRID3
* xyz 0 1
C 1.14783 -1.60539 -1.01131
C 2.15221 -0.49926 -0.45491
C 1.23548 -1.22076 0.33957
C 2.07430 0.89210 -0.95868
C 1.09890 -1.83841 1.65006
C -0.68628 1.43753 1.33970
C -3.24753 0.98826 -0.66793
N -0.87416 0.17300 0.77999
O -0.89305 0.34272 -1.68500
O -2.08802 -1.40993 -0.60118
S -1.72489 -0.02272 -0.54536
H 0.38186 -1.05044 -1.55668
H 1.39736 -2.60981 -1.44039
H 3.22118 -0.58609 -0.28400
H 2.50296 1.72200 -0.32303
H 0.96822 1.07782 -1.11834
H 2.62578 0.88379 -1.87233
H 1.86373 -1.49329 2.33535
H 1.03822 -2.87638 1.48496
H 0.12746 -1.44755 1.99221
H 0.27149 1.30698 1.83060
H -0.53578 2.31404 0.62752
H -1.43257 1.90453 2.01106
H -3.09961 1.81694 -1.39714
H -4.19737 0.45996 -0.86903
H -3.32771 1.34034 0.39432
*
```

Calculated values
**Energy above the lowest of the compared OMol25 structures with the same formula, charge and spin**: 119.2 kcal per mole
**Largest force on an atom**: 3.08 eV/A
**Orbital gap (spin up / spin down)**: 7.0 / 7.0 eV
**Highest occupied orbital energy (spin up / spin down)**: -8.05 / -8.05 eV

# 2
C7H15NO2S | wB97M-V/def2-TZVPD

Structure (ORCA input):
```
! wB97M-V def2-TZVPD RIJCOSX def2/J DEFGRID3
* xyz 0 1
C 0.70371 -0.96980 -1.18876
C -0.46116 -0.28405 -0.59848
C -1.53279 -1.08309 0.00937
C 0.65838 1.93387 -0.22385
C -0.91773 1.59305 -2.16168
C 0.72452 -0.46510 2.72679
C -0.60195 1.19630 -0.70702
N 1.46604 -0.71184 1.54501
O 0.66433 -3.08801 1.79377
O 1.07621 -2.15818 -0.59165
S 1.62830 -2.25600 1.09026
H 0.40946 -1.27818 -2.20715
H 1.55891 -0.28853 -1.28333
H -2.51918 -0.69549 -0.25304
H -1.46813 -1.03698 1.10684
H -1.43653 -2.13186 -0.26880
H 1.34535 2.10822 -1.04831
H 1.16663 1.34009 0.53246
H 0.38878 2.89649 0.20383
H -0.95710 2.67800 -2.24384
H -1.87543 1.18547 -2.47654
H -0.14449 1.22841 -2.83607
H 0.53061 0.60510 2.82086
H -0.22856 -1.02226 2.73244
H 1.27337 -0.79891 3.61487
H -1.45155 1.50330 -0.08798
*
```

Calculated values
**Energy above the lowest of the compared OMol25 structures with the same formula, charge and spin**: 77.4 kcal per mole
**Largest force on an atom**: 2.01 eV/A
**Orbital gap (spin up / spin down)**: 5.8 / 7.8 eV
**Highest occupied orbital energy (spin up / spin down)**: -7.53 / -8.44 eV

# 3
C7H15NO2S | wB97M-V/def2-TZVPD

Structure (ORCA input):
```
! wB97M-V def2-TZVPD RIJCOSX def2/J DEFGRID3
* xyz 0 1
C -2.06208 -0.61553 -1.22980
C -1.92066 -0.14961 1.17306
C -1.32617 1.72235 -0.38611
C 3.47619 -0.72030 0.05850
C 1.21836 0.55558 0.92172
C 0.08779 -0.33073 -0.14725
C -1.32296 0.19873 -0.15826
N 0.19257 -1.66492 -0.05867
O 1.09545 -2.32099 0.45610
O 2.15020 1.04572 -1.33923
S 2.77073 0.92223 0.05387
H -3.13906 -0.40931 -1.13198
H -1.82519 -0.18090 -2.18450
H -2.04609 -1.69815 -1.29911
H -1.42158 -1.02607 1.58755
H -2.91781 -0.57534 0.86941
H -2.23868 0.62272 1.85969
H -1.63619 2.11479 0.62101
H -0.37978 2.15945 -0.76815
H -2.15888 2.05777 -1.10998
H 4.19543 -0.78907 -0.84304
H 2.73572 -1.47957 0.18918
H 3.98526 -0.78796 1.11125
H 1.34548 -0.11781 1.77670
H 0.59051 1.49631 1.05993
H 0.55143 -0.02942 -1.08189
*
```

Calculated values
**Energy above the lowest of the compared OMol25 structures with the same formula, charge and spin**: 114.6 kcal per mole
**Largest force on an atom**: 6.15 eV/A
**Orbital gap (spin up / spin down)**: 8.6 / 8.6 eV
**Highest occupied orbital energy (spin up / spin down)**: -8.85 / -8.85 eV

# 4
C7H15NO3 | wB97M-V/def2-TZVPD

Structure (ORCA input):
```
! wB97M-V def2-TZVPD RIJCOSX def2/J DEFGRID3
* xyz 0 1
C -0.30211 0.89244 3.14079
C 0.31127 0.51885 1.83859
C -0.72190 0.56444 0.67110
C -0.09224 0.32862 -0.63837
C -1.15109 -0.20158 -1.65792
C 1.21362 1.23639 -1.24330
C 1.68137 0.59571 -2.57628
O 1.17902 -0.12733 -0.43956
O -2.10420 -3.61726 0.79691
N -0.85473 -3.89452 0.50741
O -0.38454 -5.08432 0.50978
H 0.47355 0.88787 3.89904
H -0.73002 1.89491 3.10578
H -1.08002 0.19536 3.45777
H 1.14382 1.19281 1.57935
H 0.68053 -0.52555 1.83914
H -1.43229 -0.25540 0.83893
H -1.26718 1.50560 0.60474
H -1.74951 0.66821 -1.96650
H -0.83061 -0.74402 -2.55530
H -1.84723 -0.84823 -1.10033
H 0.54644 2.09584 -1.42325
H 1.98517 1.74706 -0.60750
H 2.55398 0.99443 -3.10317
H 1.95429 -0.40165 -2.26386
H 0.82459 0.38130 -3.21398
*
```

Calculated values
**Energy above the lowest of the compared OMol25 structures with the same formula, charge and spin**: 219.2 kcal per mole
**Largest force on an atom**: 7.28 eV/A
**Orbital gap (spin up / spin down)**: 8.1 / 3.2 eV
**Highest occupied orbital energy (spin up / spin down)**: -9.39 / -6.45 eV

# 5
C7H15NO3 | wB97M-V/def2-TZVPD

Structure (ORCA input):
```
! wB97M-V def2-TZVPD RIJCOSX def2/J DEFGRID3
* xyz 0 1
C -0.80739 0.56919 -2.10161
C -0.39469 1.08086 -0.76320
C 0.54900 2.04862 -0.51929
N 0.60492 2.25630 0.83720
C -0.29811 1.44830 1.46175
C -0.92666 0.67989 0.49911
C -1.96132 -0.32333 0.73278
C -1.95670 -1.18100 1.74739
H -1.77676 0.06660 -2.09467
H -0.92643 1.35898 -2.84613
H -0.09873 -0.15472 -2.51152
H 1.16349 2.61676 -1.19802
H 1.16462 2.95079 1.27960
H -0.44749 1.48026 2.52435
H -2.75891 -0.33179 -0.00469
H -1.16282 -1.21450 2.48361
H -2.74892 -1.90454 1.88920
H 2.04390 -0.08252 -1.66930
H 2.58090 -0.91261 -0.52212
O 2.30475 -0.96426 -1.46185
H -0.44803 -2.00077 -0.30624
H 0.96713 -2.13334 -0.92414
O 0.35801 -2.50477 -0.25493
H 1.44958 -1.68359 1.05376
H 1.46446 -0.21614 1.39123
O 2.06219 -0.94867 1.27774
*
```

Calculated values
**Energy above the lowest of the compared OMol25 structures with the same formula, charge and spin**: 0.0 kcal per mole
**SMILES**: C=Cc1c[nH]cc1C.O.O.O
**Largest force on an atom**: 1.21 eV/A
**Orbital gap**: 9.3 eV
**Highest occupied orbital energy**: -8.69 eV

# 6
C7H16BrF3LiO5S | wB97M-V/def2-TZVPD

Structure (ORCA input):
```
! wB97M-V def2-TZVPD RIJCOSX def2/J DEFGRID3
* xyz -1 1
Li -0.80241 0.99463 -0.44155
Br -1.89231 3.92531 -2.67862
C 4.65189 1.17124 3.85455
F 3.93443 0.28505 4.59484
F 5.62194 1.72261 4.64850
F 5.12505 0.42898 2.81534
S 3.41616 2.43016 3.29591
O 2.42449 1.77871 2.42809
O 2.83822 2.91362 4.56372
O 4.11446 3.52965 2.53930
C 3.51492 -2.53548 -3.59990
C 3.14531 -1.15710 -3.07177
C 3.38491 -0.10047 -4.07514
O 1.82194 -1.20523 -2.64784
H 3.42007 -2.61981 -4.68249
H 2.92410 -3.30636 -3.10516
H 4.56636 -2.62864 -3.32807
H 3.85370 -0.96929 -2.26492
H 4.33947 -0.19979 -4.59191
H 3.48027 0.91888 -3.70108
H 2.75245 -0.13018 -4.96239
H 1.60243 -2.12582 -2.48682
C -6.31918 0.50267 2.07650
C -5.32450 -0.51575 1.60529
C -5.86404 -1.03389 0.34603
O -4.08278 0.15035 1.51968
H -6.57856 1.27221 1.34943
H -5.96234 1.11511 2.90456
H -7.26104 0.12493 2.47438
H -5.23313 -1.33087 2.32316
H -5.65730 -0.29383 -0.42706
H -6.89976 -1.36712 0.28011
H -5.39288 -1.97615 0.06632
H -3.66241 0.23182 2.37889
*
```

Calculated values
**Energy above the lowest of the compared OMol25 structures with the same formula, charge and spin**: 118.1 kcal per mole
**Largest force on an atom**: 5.37 eV/A
**Orbital gap**: 5.6 eV
**Highest occupied orbital energy**: -5.05 eV